Formula: C3H16NO3
Source: OMol25
Level of theory: ωB97M-V/def2-TZVPD

```
23
Properties=species:S:1:pos:R:3
C -0.4825 0.1826 2.1262
C -0.4600 -0.6631 0.9210
N -0.2990 0.0186 -0.3671
C -1.5731 0.0399 -1.1811
H -1.5373 0.5746 2.2608
H -0.3836 -0.4050 3.0488
H 0.1866 1.0397 2.0558
H 0.3658 -1.4463 1.0539
H -1.2858 -1.3969 0.8427
H 0.4475 -0.4564 -0.9007
H -0.0693 1.0029 -0.2537
H -1.7760 -0.9128 -1.6513
H -1.4097 0.7285 -2.0075
H -2.3876 0.3009 -0.5162
H 3.5214 -0.7030 -1.0146
H 3.4497 0.7830 -0.6403
O 2.9001 -0.0116 -0.7340
H -0.9545 3.3231 1.0098
H 0.0630 3.5004 -0.0177
O -0.5292 2.8017 0.3117
H 0.3284 -2.8655 -2.1363
H 1.3299 -2.9527 -0.9379
O 0.5553 -2.4826 -1.2725
```

Results
ΔE to the lowest compared entry with this formula, charge and spin	10.8	kJ/mol
electronic energy	-403.5849	hartree
charge	+2
2S+1	2
gap between HOMO and LUMO (alpha / beta)	13.01 / 3.60	eV
HOMO (alpha / beta)	-19.5 / -18.9	eV
<S²>	0.753

Atom charges from the Löwdin analysis, given in e for atoms 1 to 6: 0.0510 -0.1289 0.0053 0.0553 0.2032 0.1439